Record 1
C16H34BF4N3O4S | ωB97M-V/def2-TZVPD

```
! wB97M-V def2-TZVPD RIJCOSX def2/J DEFGRID3
* xyz 0 1
F 0.8156 3.2746 -0.1392
C 1.3389 2.2363 0.6623
C 0.6205 0.9595 0.2849
B 0.9774 -0.2572 1.2023
C -0.0926 -0.9885 2.0883
C -0.0915 -0.2554 3.4488
C -1.4261 -0.3703 4.2099
S -1.8026 1.2066 5.0752
C 2.4701 -0.8599 1.2779
O 2.5717 -1.9333 0.3145
C 3.3399 -2.9603 0.7112
F 2.6830 -3.7730 1.5789
F 4.4951 -2.5760 1.3015
F 3.6673 -3.7106 -0.3620
H 2.3921 2.1826 0.4182
H 1.1692 2.5548 1.6885
H 0.8965 0.7506 -0.7385
H -0.4389 1.1585 0.3849
H 0.2444 -2.0156 2.2489
H -1.0759 -1.0352 1.6266
H 0.7298 -0.5986 4.0733
H 0.0929 0.8063 3.2768
H -2.2376 -0.5817 3.5124
H -1.3912 -1.1270 4.9835
H -0.5874 1.7698 5.1260
H 2.5995 -1.2398 2.2928
H 3.2513 -0.1222 1.1126
C 5.3827 0.8034 -2.6393
C 4.3050 1.5325 -1.8734
O 3.3970 0.9396 -1.3116
N 4.3718 2.8888 -1.8264
C 5.3659 3.7602 -2.4245
H 5.1873 -0.2628 -2.5819
H 5.3792 1.1052 -3.6873
H 6.3632 1.0038 -2.2062
H 3.6197 3.3125 -1.3040
H 5.8553 4.3478 -1.6462
H 4.8814 4.4450 -3.1224
H 6.1172 3.1884 -2.9575
C -0.2370 1.1905 -3.8200
C -1.3465 0.6993 -2.9198
O -1.1527 0.4539 -1.7416
N -2.5806 0.5405 -3.4724
C -2.9898 0.7842 -4.8428
H 0.6768 1.2660 -3.2373
H -0.0724 0.4916 -4.6412
H -0.4783 2.1755 -4.2215
H -3.2726 0.2117 -2.8191
H -3.7798 1.5370 -4.8635
H -3.3778 -0.1372 -5.2807
H -2.1569 1.1336 -5.4423
C -5.1546 -3.5609 3.0099
C -4.6523 -2.1755 2.6868
O -3.8206 -1.6096 3.3836
N -5.1532 -1.5638 1.5858
C -6.1347 -2.0704 0.6451
H -4.6608 -3.9079 3.9116
H -6.2312 -3.5470 3.1830
H -4.9249 -4.2505 2.1970
H -4.7745 -0.6426 1.4301
H -5.6999 -2.1058 -0.3551
H -6.9999 -1.4059 0.6244
H -6.4630 -3.0661 0.9206
*
```

Properties
LUMO: 0.474 eV
HOMO: -8.24 eV
Gap between HOMO and LUMO: 8.71 eV


Record 2
C4H34O12S2 | ωB97M-V/def2-TZVPD

```
! wB97M-V def2-TZVPD RIJCOSX def2/J DEFGRID3
* xyz 0 1
C -0.0820 -2.3152 0.8982
C 0.1430 -0.8530 0.5236
S 1.1325 -0.0401 1.8392
S 2.2497 1.4016 1.0223
C 1.2457 2.8975 0.6903
C 1.2937 3.2620 -0.7932
H -0.9755 -2.7787 0.3345
H -0.3408 -2.4684 1.9411
H 0.7610 -2.9513 0.6923
H -0.8763 -0.3298 0.4410
H 0.5442 -0.7579 -0.4881
H 0.1415 2.7212 0.9771
H 1.6592 3.7207 1.3305
H 0.6882 4.1388 -1.0189
H 0.8859 2.4836 -1.4304
H 2.2782 3.4802 -1.1389
H 2.8467 -2.0554 -1.3536
H 3.3847 -0.8349 -2.2826
O 2.7180 -1.5944 -2.2538
H 0.9690 0.2938 -3.6957
H 1.5241 -0.5319 -2.4718
O 0.8638 0.1731 -2.7635
H -1.4794 1.9341 -1.8236
H -0.6915 0.7331 -2.2884
O -1.5727 1.0623 -2.0942
H -2.7009 -2.9582 2.3623
H -2.2235 -1.9717 3.3878
O -2.1230 -2.8687 3.1471
H -3.8918 -1.4134 1.7456
H -3.4661 -1.8656 0.3741
O -3.8339 -2.1498 1.2090
H -2.3489 4.0038 -1.0376
H -1.9253 2.7616 -0.1932
O -1.5971 3.4503 -0.8181
H -3.3796 -0.7140 -1.6635
H -2.0376 -1.2231 -1.3319
O -2.7872 -0.9095 -0.9381
H 2.8608 1.2010 -2.0523
H 4.2107 1.1422 -1.3767
O 3.7818 0.8696 -2.1660
H -0.2882 -1.1601 -2.6346
H -0.1244 -2.5262 -2.0466
O -0.7873 -1.9247 -2.3800
H 2.3688 -2.7629 0.7707
H 3.7424 -2.2036 0.6661
O 3.1505 -2.6613 0.2155
H -3.6187 1.5300 0.4204
H -2.5915 0.6221 -0.1692
O -2.7232 1.3512 0.4715
H -2.6005 0.6720 1.9706
H -2.0487 0.4945 3.3913
O -2.7114 0.1823 2.8700
*
```

Properties
Energy relative to the best compared isomer or geometry (same formula, charge and spin): 0.0 kJ/mol
LUMO: 0.142 eV
HOMO: -9.05 eV
Gap between HOMO and LUMO: 9.19 eV


Record 3
C3H2N2S | ωB97M-V/def2-TZVPD

```
! wB97M-V def2-TZVPD RIJCOSX def2/J DEFGRID3
* xyz 0 1
C -0.0512 0.3321 0.0595
C 0.8790 -0.6849 -0.3184
C -0.6828 -1.5850 0.7106
H 1.8200 -0.4898 -0.6680
H -0.9541 -2.2784 1.5592
N 0.3551 -1.9032 -0.0064
N -1.1063 -0.3248 0.7468
S 0.2202 1.8745 -0.5490
*
```

Properties
Energy relative to the best compared isomer or geometry (same formula, charge and spin): 140.1 kJ/mol
LUMO: -2.895 eV
HOMO: -9.83 eV
Gap between HOMO and LUMO: 6.93 eV


Record 4
C2H3F3GaO3S | ωB97M-V/def2-TZVPD

```
! wB97M-V def2-TZVPD RIJCOSX def2/J DEFGRID3
* xyz 1 1
O 1.6274 1.3534 1.3486
Ga 2.6126 0.7864 0.1221
S 0.3384 -0.7873 -0.2978
O -0.2356 -1.7973 -1.2046
O 1.4378 -0.0210 -0.9962
C -1.1146 0.3788 -0.0151
F -2.2149 -0.1335 -0.5335
F -1.2963 0.5578 1.2805
F -0.8456 1.5207 -0.6182
C 0.8103 -1.5754 1.2095
H 1.0174 -2.6184 0.9387
H 1.7992 -1.1094 1.5093
H -0.0460 -1.5179 1.8932
*
```

Properties
LUMO (spin up / spin down): -8.278 / -8.274 eV
HOMO (spin up / spin down): -15.87 / -15.85 eV
Gap between HOMO and LUMO (spin up / spin down): 7.59 / 7.58 eV


Record 5
C31H34Cl2CuN6O9 | ωB97M-V/def2-TZVPD

```
! wB97M-V def2-TZVPD RIJCOSX def2/J DEFGRID3
* xyz 0 2
Cu -0.1061 -0.2506 0.2266
O 1.8982 1.2449 2.0970
C 1.1416 0.4779 2.7101
O 0.3273 -0.3520 2.1909
C 1.1325 0.5003 4.2280
C 2.1699 1.0985 4.9321
C 2.1240 1.1659 6.3123
C 1.0241 0.6442 6.9758
C -0.0172 0.0336 6.2907
C 0.0430 -0.0331 4.9116
N 0.9480 0.7567 8.4304
O -0.0129 0.2629 8.9926
O 1.8485 1.3421 9.0058
H 3.0063 1.5135 4.3869
H 2.9141 1.6213 6.8908
H -0.8518 -0.3684 6.8451
H -0.7450 -0.4969 4.3372
N 1.5617 4.0128 -2.1406
C 0.1655 3.8389 -1.6949
C -0.1711 2.3582 -1.4743
N 0.0515 1.8757 -0.1180
H 1.7601 4.9935 -2.3070
H 1.6943 3.5188 -3.0179
H 3.1485 3.3013 -1.3430
H -0.5320 4.2655 -2.4220
H 0.0468 4.3826 -0.7565
H 0.4380 1.7494 -2.1460
H -1.2203 2.1933 -1.7228
H -0.5804 2.3045 0.5479
H 1.0064 1.9967 0.2063
C 3.5735 -2.0960 1.9518
C 3.8618 -2.3489 0.4746
C 4.0324 -1.0746 -0.3654
C 4.4720 -1.5246 -1.7993
C 4.4236 -0.4891 -2.9219
C 5.1597 -0.2257 0.1904
O 6.1623 -0.6658 0.6899
N 5.0095 1.1413 0.0054
C 3.8995 1.6881 -0.5634
O 4.0095 2.9373 -0.8730
N 2.8013 1.0256 -0.7723
C 2.7339 -0.2894 -0.4698
O 1.6658 -0.9038 -0.3825
H 3.4961 -3.0504 2.4721
H 2.6306 -1.5643 2.0850
H 4.3734 -1.5215 2.4188
H 3.0344 -2.9114 0.0418
H 4.7752 -2.9372 0.3778
H 3.8173 -2.3547 -2.0701
H 5.4892 -1.9091 -1.7102
H 3.4084 -0.1339 -3.0941
H 4.7773 -0.9548 -3.8417
H 5.0626 0.3725 -2.7214
H 5.7644 1.7418 0.3036
Cl -2.4515 -1.8771 -3.8139
C -2.7315 -3.3775 -2.9935
C -1.6867 -4.2809 -2.9203
C -1.8932 -5.5471 -2.4065
C -3.1603 -5.9218 -1.9917
C -4.1869 -5.0014 -2.0315
Cl -5.7668 -5.4710 -1.4736
C -4.0062 -3.6847 -2.4857
N -5.0793 -2.8116 -2.4784
C -5.1029 -1.4102 -2.2995
C -5.8456 -0.6792 -3.2278
C -5.9817 0.6905 -3.1260
C -5.3774 1.3598 -2.0743
C -4.6724 0.6415 -1.1257
C -4.5229 -0.7426 -1.2022
C -3.7896 -1.4240 -0.0499
C -2.3333 -1.0085 0.0310
O -1.3993 -1.8032 -0.2380
O -2.0418 0.1822 0.3620
H -0.7127 -3.9779 -3.2763
H -1.0753 -6.2511 -2.3459
H -3.3556 -6.9182 -1.6215
H -5.9779 -3.2423 -2.6121
H -6.3085 -1.2121 -4.0494
H -6.5455 1.2344 -3.8725
H -5.4794 2.4330 -1.9782
H -4.2268 1.1543 -0.2834
H -3.8493 -2.5060 -0.1039
H -4.2603 -1.0837 0.8734
*
```

Properties
Energy relative to the best compared isomer or geometry (same formula, charge and spin): 0.0 kJ/mol
LUMO (spin up / spin down): -0.163 / -0.578 eV
HOMO (spin up / spin down): -8.03 / -8.02 eV
Gap between HOMO and LUMO (spin up / spin down): 7.86 / 7.45 eV
Expectation value of S²: 0.752


Record 6
C21H20BrF5N2O9SSeV | ωB97M-V/def2-TZVPD

```
! wB97M-V def2-TZVPD RIJCOSX def2/J DEFGRID3
* xyz 0 2
V -0.8778 0.9339 0.3868
C 1.3005 -0.6695 -5.2663
N 1.3845 0.0402 -4.0077
C 1.9578 1.3778 -4.0887
C 1.1004 -0.4711 -2.7942
O 1.3502 0.1362 -1.7660
C 0.5094 -1.8890 -2.7464
O -0.0362 -2.2415 -1.4874
C -1.4350 -2.2794 -1.4653
C -2.0761 -0.8990 -1.3583
O -1.3809 0.1205 -1.5242
N -3.3981 -0.8507 -1.1752
C -4.0142 0.4275 -0.8267
C -4.1859 -2.0532 -0.9557
H 0.8149 -0.0343 -6.0086
H 0.7362 -1.5930 -5.1805
H 2.3021 -0.9137 -5.6331
H 1.4061 1.9603 -4.8275
H 3.0080 1.3264 -4.3875
H 1.8805 1.8487 -3.1131
H 1.3362 -2.5828 -2.9285
H -0.2473 -2.0303 -3.5218
H -1.7250 -2.8695 -0.5961
H -1.7999 -2.7781 -2.3739
H -3.5086 1.2335 -1.3495
H -3.9190 0.6136 0.2464
H -5.0663 0.4074 -1.1012
H -4.0067 -2.4863 0.0322
H -3.9716 -2.8036 -1.7161
H -5.2379 -1.7948 -1.0333
F 5.4439 -5.2185 3.3129
C 4.5853 -4.2897 2.9140
C 5.0352 -3.1896 2.1999
F 6.3301 -3.0690 1.9194
C 4.1249 -2.2371 1.7931
F 4.5483 -1.1848 1.0800
C 2.7682 -2.3263 2.0865
Se 1.6324 -0.9443 1.3882
C 2.3388 -3.4580 2.7685
F 1.0466 -3.6622 3.0009
C 3.2365 -4.4234 3.1932
F 2.8080 -5.4990 3.8485
Br 1.9819 3.2525 2.3316
C 0.3184 4.1556 2.4202
C 0.1923 5.0983 3.4306
C -1.0022 5.7682 3.6230
C -2.0900 5.4931 2.8129
C -1.9641 4.5737 1.7906
C -0.7652 3.8973 1.5552
C -0.8032 2.9338 0.4147
O -1.9307 2.5664 -0.0855
O 0.2411 2.3783 -0.0887
H 1.0381 5.2973 4.0742
H -1.0876 6.4977 4.4178
H -3.0362 5.9920 2.9760
H -2.7952 4.3455 1.1375
O -1.2526 -0.7702 1.0772
S -0.9473 -0.3710 2.4802
O 0.4407 -1.0148 2.8069
O -0.7621 1.0828 2.4542
O -1.8747 -0.8608 3.4333
*
```

Properties
Energy relative to the best compared isomer or geometry (same formula, charge and spin): 35.6 kJ/mol
LUMO (spin up / spin down): -0.251 / -0.270 eV
HOMO (spin up / spin down): -7.40 / -6.71 eV
Gap between HOMO and LUMO (spin up / spin down): 7.15 / 6.44 eV
Expectation value of S²: 0.769